{"formula": "C27H38AuN3O4Si", "method": "wB97M-V/def2-TZVPD", "lumo_ev": [-8.8014, -8.2621], "total_energy_ha": -1941.66027, "charge": 2, "gap_ev": [5.73, 6.61], "fmax_ev_per_a": 1.78, "relative_energy_kcal_mol": 47.2, "species": ["Au", "C", "C", "C", "C", "N", "C", "C", "C", "C", "C", "C", "N", "C", "C", "C", "C", "C", "N", "H", "H", "H", "H", "H", "H", "H", "H", "H", "H", "H", "C", "C", "C", "C", "O", "Si", "O", "O", "C", "C", "C", "C", "O", "C", "C", "C", "C", "H", "H", "H", "H", "H", "H", "H", "H", "H", "H", "H", "H", "H", "H", "H", "H", "H", "H", "H", "H", "H", "H", "H", "H", "H", "H", "H"], "xyz": [[-0.041, -2.443, -0.501], [4.267, -2.038, -0.681], [4.619, -2.240, 0.640], [3.632, -2.533, 1.577], [2.317, -2.613, 1.174], [1.991, -2.408, -0.134], [2.933, -2.128, -1.036], [1.189, -2.887, 2.107], [1.227, -2.925, 3.491], [0.021, -3.049, 4.174], [-1.195, -3.084, 3.499], [-1.174, -3.051, 2.114], [0.011, -3.026, 1.505], [-2.340, -2.967, 1.189], [-3.646, -3.091, 1.606], [-4.675, -3.007, 0.671], [-4.370, -2.810, -0.662], [-3.041, -2.687, -1.029], [-2.060, -2.759, -0.130], [5.005, -1.808, -1.436], [5.653, -2.174, 0.949], [3.895, -2.704, 2.611], [2.599, -1.974, -2.053], [2.156, -2.835, 4.034], [0.027, -3.078, 5.256], [-2.124, -3.116, 4.049], [-3.871, -3.268, 2.648], [-5.704, -3.104, 0.990], [-5.140, -2.743, -1.417], [-2.745, -2.525, -2.057], [3.504, 1.473, 0.953], [2.002, 1.679, 1.041], [1.386, 0.741, 2.070], [1.668, 3.130, 1.357], [1.491, 1.362, -0.277], [-0.009, 1.100, -0.835], [-0.242, -0.521, -1.211], [-0.277, 1.758, -2.279], [0.546, 1.892, -3.471], [1.458, 0.679, -3.617], [1.362, 3.169, -3.313], [-0.420, 1.990, -4.636], [-1.082, 1.591, 0.269], [-2.481, 1.957, 0.183], [-3.009, 1.873, 1.606], [-2.572, 3.377, -0.354], [-3.214, 0.977, -0.721], [3.979, 1.699, 1.908], [3.932, 2.124, 0.192], [3.727, 0.438, 0.686], [1.796, 0.946, 3.060], [1.622, -0.293, 1.809], [0.304, 0.865, 2.111], [2.097, 3.419, 2.317], [0.588, 3.272, 1.402], [2.078, 3.785, 0.588], [2.145, 0.611, -2.769], [2.046, 0.772, -4.529], [0.861, -0.234, -3.678], [2.045, 3.084, -2.466], [0.701, 4.020, -3.148], [1.943, 3.353, -4.216], [-1.000, 1.071, -4.732], [0.124, 2.155, -5.565], [-1.108, 2.822, -4.487], [-2.458, 2.551, 2.256], [-2.899, 0.856, 1.991], [-4.064, 2.146, 1.639], [-2.011, 4.058, 0.287], [-3.610, 3.708, -0.379], [-2.165, 3.431, -1.364], [-3.101, -0.039, -0.333], [-2.823, 1.013, -1.740], [-4.277, 1.220, -0.753]], "mulliken_charge": [0.608, -0.646, -0.666, -0.235, 0.281, -0.017, -0.087, 0.434, -0.336, -0.951, -0.416, 0.260, -0.341, 0.794, -0.369, -0.609, -0.569, -0.299, -0.085, 0.446, 0.463, 0.440, 0.466, 0.462, 0.458, 0.451, 0.420, 0.485, 0.475, 0.410, -1.556, 1.826, -1.032, -1.803, 0.344, -0.857, -0.249, -0.116, 1.648, -1.309, -1.584, -1.740, 0.914, 1.583, -1.708, -1.680, -1.077, 0.398, 0.398, 0.150, 0.647, 0.002, 0.098, 0.520, 0.165, 0.350, 0.038, 0.610, 0.241, 0.191, 0.367, 0.482, 0.335, 0.459, 0.354, 0.336, 0.288, 0.472, 0.352, 0.518, 0.177, -0.014, 0.132, 0.605]}

---

{"formula": "C27H38B2F9HgN2O21PS", "method": "wB97M-V/def2-TZVPD", "lumo_ev": 2.5858, "total_energy_ha": -4583.38668, "charge": -2, "gap_ev": 7.87, "fmax_ev_per_a": 1.47, "relative_energy_kcal_mol": 24.5, "species": ["Hg", "O", "C", "O", "B", "O", "C", "O", "O", "C", "O", "C", "O", "O", "O", "C", "O", "B", "O", "C", "O", "O", "C", "O", "C", "O", "O", "P", "F", "F", "F", "F", "F", "F", "C", "F", "F", "F", "S", "O", "O", "O", "C", "C", "C", "C", "C", "C", "N", "O", "C", "C", "C", "H", "H", "H", "H", "H", "H", "H", "H", "H", "H", "H", "H", "H", "H", "H", "H", "H", "H", "H", "C", "C", "C", "C", "C", "C", "N", "O", "C", "C", "C", "H", "H", "H", "H", "H", "H", "H", "H", "H", "H", "H", "H", "H", "H", "H", "H", "H", "H", "H"], "xyz": [[0.464, 0.297, 0.424], [-1.748, -0.077, 1.108], [-2.841, 0.324, 1.440], [-3.093, 1.329, 2.212], [-4.572, 1.594, 2.259], [-5.136, 0.407, 1.555], [-4.182, -0.361, 1.112], [-4.282, -1.455, 0.631], [-4.943, 2.861, 1.669], [-5.396, 3.679, 2.634], [-5.673, 4.819, 2.513], [-5.559, 2.819, 3.911], [-5.102, 1.609, 3.634], [-6.062, 3.202, 4.927], [-5.291, 6.841, -1.657], [-4.371, 6.154, -1.958], [-3.589, 5.464, -1.141], [-2.436, 4.918, -1.891], [-2.733, 5.225, -3.301], [-3.837, 5.944, -3.405], [-4.356, 6.353, -4.401], [-1.194, 5.546, -1.422], [-0.511, 4.668, -0.673], [0.511, 4.849, -0.103], [-1.181, 3.290, -0.906], [-2.216, 3.466, -1.706], [-0.875, 2.223, -0.458], [3.619, 2.500, -0.738], [4.802, 3.262, -1.552], [2.504, 3.087, -1.777], [3.811, 1.221, -1.724], [2.388, 1.658, 0.025], [4.669, 1.870, 0.291], [3.389, 3.745, 0.207], [-0.056, 2.550, 4.519], [-0.298, 1.292, 4.928], [-1.202, 3.051, 4.042], [0.312, 3.281, 5.567], [1.207, 2.562, 3.162], [2.392, 1.974, 3.748], [0.531, 1.665, 2.214], [1.321, 3.938, 2.796], [2.457, -1.600, -1.430], [1.565, -1.463, -2.666], [1.157, -2.898, -3.017], [-0.039, -2.962, -3.963], [-1.214, -2.138, -3.420], [-0.838, -0.685, -3.083], [0.393, -0.662, -2.273], [0.736, 0.703, -1.996], [-0.696, 0.096, -4.394], [-2.012, -0.167, -2.261], [2.430, -0.920, -3.810], [3.389, -2.089, -1.708], [1.940, -2.153, -0.637], [2.686, -0.644, -0.970], [1.973, -3.313, -3.613], [0.922, -3.492, -2.133], [-0.352, -3.973, -4.222], [0.196, -2.445, -4.904], [-1.699, -2.693, -2.611], [-1.948, -2.058, -4.225], [-1.505, -0.144, -5.086], [-0.866, 1.161, -4.190], [0.247, 0.014, -4.928], [-2.093, -0.786, -1.368], [-1.845, 0.872, -1.988], [-2.934, -0.227, -2.839], [3.420, -1.378, -3.829], [2.546, 0.164, -3.810], [2.074, -1.200, -4.812], [1.003, 1.143, -2.821], [-0.680, -2.994, 0.569], [0.461, -3.283, 1.536], [1.360, -4.318, 0.847], [2.683, -4.543, 1.558], [3.474, -3.242, 1.581], [2.674, -2.133, 2.277], [1.272, -2.082, 1.753], [0.582, -1.063, 2.485], [2.738, -2.361, 3.799], [3.326, -0.781, 1.980], [-0.142, -3.906, 2.807], [-1.248, -3.902, 0.383], [-0.316, -2.483, -0.331], [-1.369, -2.243, 0.969], [0.797, -5.258, 0.869], [1.547, -4.073, -0.200], [3.200, -5.340, 1.008], [2.603, -4.980, 2.557], [3.828, -3.021, 0.572], [4.358, -3.406, 2.204], [3.776, -2.409, 4.121], [2.195, -1.590, 4.342], [2.321, -3.338, 4.067], [2.974, 0.054, 2.587], [4.401, -0.894, 2.164], [3.277, -0.511, 0.922], [-0.416, -3.122, 3.518], [0.610, -4.485, 3.352], [-0.987, -4.564, 2.625], [0.426, -1.434, 3.367]], "mulliken_charge": [4.214, -0.278, -0.192, -0.625, 1.253, -0.563, 0.281, -0.632, -0.423, 0.634, -0.560, 0.519, -0.564, -0.616, -0.608, 0.584, -0.446, 1.017, -0.543, 0.577, -0.629, -0.541, 0.233, -0.465, 0.122, -0.430, 0.082, 1.604, -0.372, -0.376, -0.369, -0.931, -0.390, -0.349, 0.549, -0.236, -0.211, -0.227, 1.038, -0.810, -1.339, -0.656, -1.184, 1.591, -0.944, -0.958, -1.294, 1.446, 1.057, 0.130, -1.605, -1.349, -1.939, 0.869, 0.216, -1.168, 0.528, -0.043, 0.423, 0.310, 0.256, 0.626, 0.412, 0.313, 0.290, 0.147, -0.362, 0.624, 0.532, 0.180, 0.448, 0.136, -1.684, 1.419, -0.741, -1.054, -1.060, 1.617, 0.870, -0.039, -1.720, -1.848, -1.578, 0.807, -0.049, -0.146, 0.533, -0.166, 0.469, 0.382, 0.177, 0.679, 0.482, 0.281, 0.378, 0.056, 0.597, 0.162, 0.219, 0.365, 0.491, 0.089]}

---

{"formula": "C27H38BN3O25P", "method": "wB97M-V/def2-TZVPD", "lumo_ev": -4.8281, "total_energy_ha": -3462.81509, "charge": 1, "gap_ev": 5.13, "fmax_ev_per_a": 5.93, "species": ["C", "C", "C", "N", "N", "C", "C", "B", "N", "O", "C", "P", "O", "O", "O", "H", "H", "H", "H", "H", "H", "H", "H", "H", "H", "C", "C", "O", "C", "O", "O", "H", "H", "H", "H", "C", "C", "O", "C", "O", "O", "H", "H", "H", "H", "C", "C", "O", "C", "O", "O", "H", "H", "H", "H", "C", "C", "O", "C", "O", "O", "H", "H", "H", "H", "C", "C", "O", "C", "O", "O", "H", "H", "H", "H", "C", "C", "O", "C", "O", "O", "H", "H", "H", "H", "C", "C", "O", "C", "O", "O", "H", "H", "H", "H"], "xyz": [[0.596, -3.711, 0.313], [0.193, -4.303, -0.968], [0.626, -3.669, -2.375], [1.703, -4.299, -3.029], [2.079, -3.786, -4.190], [1.606, -2.650, -4.912], [0.399, -1.846, -4.291], [-0.233, -0.528, -5.043], [-1.544, -0.519, -5.768], [0.565, 0.684, -4.954], [-0.153, -2.404, -2.928], [-1.614, -1.595, -2.078], [-1.841, -2.007, -0.624], [-1.542, 0.116, -2.100], [-3.028, -2.060, -2.947], [1.566, -4.097, 0.825], [-0.055, -2.919, 0.832], [-0.419, -5.280, -0.985], [2.856, -4.291, -4.664], [2.090, -2.355, -5.911], [-1.344, -0.615, -6.779], [-2.013, 0.379, -5.578], [1.499, 0.422, -4.795], [-1.723, 0.390, -1.163], [-2.792, -2.976, -3.251], [-1.643, 4.409, 1.477], [-2.647, 3.603, 0.717], [-1.910, 2.451, 0.328], [-0.879, 2.321, 1.209], [-0.162, 1.363, 1.270], [-0.771, 3.416, 2.007], [-2.098, 4.994, 2.276], [-1.067, 5.078, 0.831], [-3.489, 3.289, 1.340], [-3.030, 4.132, -0.156], [-5.289, 7.620, -2.085], [-4.196, 6.729, -2.592], [-3.386, 6.530, -1.441], [-4.175, 6.739, -0.354], [-3.853, 6.492, 0.775], [-5.377, 7.264, -0.710], [-6.239, 7.447, -2.592], [-5.035, 8.680, -2.159], [-4.570, 5.760, -2.934], [-3.622, 7.190, -3.397], [-0.550, -1.727, -9.739], [0.796, -2.002, -10.336], [1.686, -1.389, -9.411], [1.044, -1.323, -8.220], [1.571, -1.013, -7.181], [-0.268, -1.651, -8.345], [-1.270, -2.519, -9.948], [-0.968, -0.772, -10.068], [1.021, -3.071, -10.389], [0.907, -1.568, -11.330], [-7.465, 7.279, 2.465], [-6.104, 7.837, 2.752], [-6.336, 9.238, 2.810], [-7.651, 9.414, 3.117], [-8.142, 10.465, 3.406], [-8.334, 8.237, 3.055], [-7.614, 6.294, 2.909], [-7.677, 7.222, 1.394], [-5.710, 7.504, 3.717], [-5.382, 7.595, 1.971], [3.545, -3.608, 4.434], [4.763, -4.475, 4.374], [4.370, -5.520, 3.491], [3.369, -5.030, 2.714], [2.922, -5.592, 1.751], [2.938, -3.821, 3.165], [3.790, -2.555, 4.576], [2.847, -3.918, 5.217], [5.626, -3.957, 3.948], [5.038, -4.874, 5.352], [-0.389, -3.582, 8.411], [-0.258, -3.048, 7.018], [1.021, -2.425, 7.030], [1.743, -3.017, 8.024], [2.915, -2.849, 8.199], [0.959, -3.825, 8.788], [-0.975, -4.501, 8.452], [-0.823, -2.853, 9.100], [-0.258, -3.840, 6.263], [-1.039, -2.326, 6.773], [8.613, -4.837, 3.096], [9.969, -4.269, 3.387], [9.728, -2.869, 3.427], [8.412, -2.696, 3.724], [7.913, -1.644, 3.997], [7.734, -3.877, 3.670], [8.465, -5.818, 3.550], [8.408, -4.907, 2.024], [10.358, -4.589, 4.358], [10.699, -4.516, 2.614]], "mulliken_charge": [-0.270, -0.572, 0.275, -0.676, 0.245, -0.338, 0.297, 0.726, -0.549, -0.599, -0.120, 1.197, -0.635, -0.503, -0.505, 0.226, 0.310, 0.343, 0.303, 0.564, 0.237, 0.233, 0.309, 0.256, 0.372, -0.256, -0.077, -0.294, 0.575, -0.515, -0.345, 0.299, 0.223, 0.202, 0.132, -0.381, -0.359, -0.316, 0.734, -0.547, -0.270, 0.307, 0.280, 0.256, 0.300, -0.339, -0.397, -0.322, 0.575, -0.547, -0.269, 0.305, 0.298, 0.269, 0.311, -0.287, 0.307, -0.335, 0.651, -0.523, -0.341, 0.329, 0.223, 0.240, -0.225, -0.074, -0.190, -0.361, 0.670, -0.589, -0.256, 0.323, -0.008, 0.152, 0.363, -0.337, -0.273, -0.294, 0.699, -0.531, -0.317, 0.295, 0.264, 0.236, 0.302, -0.365, -0.360, -0.346, 0.582, -0.507, -0.224, 0.318, 0.268, 0.260, 0.307]}